# 1
Formula: C4H7NO
Source: OMol25
Level of theory: ωB97M-V/def2-TZVPD

```
13
Properties=species:S:1:pos:R:3:forces:R:3
O 1.8084 0.8713 0.5761 -0.29 0.22 0.17
C 0.8827 0.3200 -0.3320 -0.08 -0.14 -0.39
C 0.3428 -1.1227 -0.1170 0.14 -0.19 0.05
C -1.0861 -0.5765 -0.0380 -0.13 -0.27 -0.24
N -1.3871 0.5981 0.7368 0.08 0.09 0.38
C -0.5925 0.7907 -0.4432 0.07 0.31 -0.22
H 1.4172 1.0594 1.4378 -0.17 -0.17 -0.17
H 1.3834 0.4265 -1.2965 -0.12 -0.12 0.05
H 0.7950 -1.7999 0.6229 -0.27 0.39 0.03
H 0.3700 -1.6138 -1.1011 0.24 -0.08 0.34
H -1.9311 -1.1223 -0.4479 0.07 0.19 0.05
H -1.0204 0.7856 1.6709 0.36 -0.37 -0.43
H -0.9823 1.3836 -1.2689 0.09 0.14 0.36
```
Positions in Å, forces in eV/Å.

- Net charge: 0
- Molecular weight: 85.11 g/mol
- Energy above the lowest of the compared OMol25 structures with the same formula, charge and spin: 70.9 kcal/mol
- LUMO: 0.9263 eV
- DFT total energy: -7796.5687 eV

# 2
Formula: C2HCl3S
Source: OMol25
Level of theory: ωB97M-V/def2-TZVPD

```
7
Properties=species:S:1:pos:R:3:forces:R:3
C -0.8042 0.0387 0.0581 -1.05 -0.15 1.70
C -0.4155 -1.0435 -0.5009 0.67 1.75 0.57
S 2.7550 0.5599 -0.2185 -1.01 -0.55 -0.21
Cl -2.4263 -0.0455 1.0364 1.69 0.22 -1.26
Cl -0.4127 -2.5369 -1.0391 0.07 -0.55 -0.29
Cl 1.5134 2.0396 0.3346 0.25 0.38 0.16
H -0.2096 0.9878 0.3294 -0.61 -1.09 -0.67
```
Positions in Å, forces in eV/Å.

- Net charge: 0
- Molecular weight: 163.46 g/mol
- Energy above the lowest of the compared OMol25 structures with the same formula, charge and spin: 102.5 kcal/mol
- LUMO (spin up / spin down): -3.3202 / -3.3215 eV
- DFT total energy: -50487.2373 eV

# 3
Formula: C17H8BCl52NO3
Source: OMol25
Level of theory: ωB97M-V/def2-TZVPD

```
82
Properties=species:S:1:pos:R:3:forces:R:3
N 3.3937 -0.7834 -0.6621 1.56 0.90 0.89
C 4.7855 -1.0916 -0.2702 2.40 -0.93 1.23
O 5.0697 -1.6341 0.8202 -1.83 1.27 -2.79
C 5.9845 -0.6759 -1.2591 -2.15 0.04 -0.18
C 5.9319 0.9404 -1.3534 -0.49 -0.57 -1.13
B 7.2132 1.7174 -0.6867 -0.71 0.31 1.09
C 7.2352 1.6256 0.9729 2.42 -1.11 3.07
O 6.2439 1.9933 1.7090 0.74 -0.41 -1.40
O 8.3870 1.1765 1.5881 -3.19 1.27 -2.08
H 2.9907 -0.3702 0.1963 0.06 -0.70 -0.63
H 3.3955 0.0107 -1.3293 0.34 -0.78 0.38
H 6.9801 -1.0991 -0.9349 -1.45 0.60 0.23
H 5.7531 -1.1596 -2.2747 0.13 0.77 1.35
H 5.8265 1.1939 -2.4746 0.16 -0.29 1.38
H 4.9786 1.3414 -0.8576 1.17 -0.57 -0.50
H 7.0655 2.8969 -0.9272 -0.12 0.64 -0.27
H 8.2776 1.4213 -1.1357 0.62 -0.50 -0.37
C 0.2526 1.0793 1.8768 0.61 -0.11 0.02
Cl 1.9940 0.8297 2.0754 -0.39 0.24 0.13
Cl -0.1860 0.8336 0.1727 -0.07 0.11 0.54
Cl -0.6340 -0.0786 2.8929 0.01 0.19 -0.14
Cl -0.1703 2.7358 2.3631 -0.07 -0.17 -0.05
C -3.1701 -2.2975 5.4260 0.01 0.07 -0.23
Cl -2.3311 -2.6371 3.9007 -0.19 -0.06 0.34
Cl -2.1161 -2.7555 6.7859 -0.80 0.39 -0.40
Cl -3.5425 -0.5647 5.5282 0.10 -0.36 0.02
Cl -4.6811 -3.2288 5.4899 0.12 0.26 -0.10
C -4.6352 -6.5993 7.9916 0.22 -0.01 -0.06
Cl -3.3701 -5.4483 7.5199 -0.34 -0.53 0.32
Cl -6.2050 -6.0384 7.3777 0.19 -0.07 0.08
Cl -4.2691 -8.1966 7.3071 -0.07 0.21 0.10
Cl -4.7005 -6.7154 9.7628 -0.02 0.01 -0.23
C -1.4719 1.7012 -3.9578 0.29 0.03 0.03
Cl -2.5135 0.5082 -4.7642 0.14 0.28 0.16
Cl -2.4797 2.8784 -3.0915 0.18 -0.25 -0.16
Cl -0.4132 0.8805 -2.7971 -0.17 0.09 -0.58
Cl -0.4832 2.5393 -5.1690 -0.11 -0.15 0.18
C 8.5790 -1.2631 -4.2017 0.16 0.23 0.81
Cl 8.9047 -0.5365 -2.6161 -0.21 -0.06 -0.85
Cl 9.9929 -2.2121 -4.7264 0.01 -0.07 -0.18
Cl 7.1647 -2.3337 -4.1030 0.25 -0.02 -0.25
Cl 8.2607 0.0219 -5.3885 0.02 -0.15 0.04
C -0.7956 5.7845 -7.4055 0.12 -0.10 0.11
Cl -2.1226 4.6570 -7.7500 0.11 0.17 0.01
Cl 0.7531 4.9874 -7.7416 -0.29 0.17 0.11
Cl -0.9589 7.2281 -8.4290 0.00 -0.16 0.10
Cl -0.8553 6.2610 -5.6967 0.00 -0.06 -0.28
C 3.6160 3.6658 -4.4863 0.30 -0.16 0.41
Cl 2.3958 4.8731 -4.0219 0.04 -0.07 -0.11
Cl 3.4672 3.3170 -6.2248 -0.01 0.00 0.03
Cl 5.2364 4.2993 -4.1450 -0.39 -0.20 -0.05
Cl 3.3572 2.1766 -3.5613 0.01 0.39 -0.28
C -5.3663 4.0199 0.0654 0.14 -0.07 0.04
Cl -4.7744 4.3840 -1.5676 -0.28 0.09 0.30
Cl -4.1541 3.0441 0.9199 -0.17 0.15 -0.30
Cl -5.6433 5.5349 0.9500 0.04 -0.22 -0.12
Cl -6.8887 3.1115 -0.0441 0.19 0.13 0.01
C -4.0740 3.5498 5.8303 0.18 0.02 -0.09
Cl -5.0734 2.2467 6.5083 0.07 0.22 -0.06
Cl -4.2025 3.5336 4.0604 0.01 -0.01 0.42
Cl -4.6410 5.1148 6.4517 0.04 -0.19 -0.06
Cl -2.3812 3.3032 6.3022 -0.31 0.02 -0.10
C -5.8143 -1.6841 -6.3774 0.12 0.14 0.02
Cl -6.8357 -2.9660 -5.6889 0.17 0.10 -0.07
Cl -5.9101 -1.7399 -8.1498 -0.02 0.00 0.25
Cl -6.3792 -0.1016 -5.8036 0.30 -0.21 -0.06
Cl -4.1331 -1.9308 -5.8670 -0.40 -0.14 -0.16
C 2.2114 -2.9524 8.0356 0.31 0.04 -0.11
Cl 2.3451 -1.5664 9.1389 -0.05 -0.17 -0.11
Cl 2.6148 -4.4465 8.9133 -0.09 0.59 0.25
Cl 0.5504 -3.0528 7.4160 0.97 0.04 0.21
Cl 3.3379 -2.7377 6.6841 -0.24 0.02 0.35
C 1.4423 -6.5753 5.5508 0.14 0.12 -0.12
Cl 2.0436 -5.2192 4.5818 -0.16 -0.34 0.19
Cl 1.4017 -8.0419 4.5485 -0.02 0.12 0.11
Cl 2.5161 -6.8456 6.9441 -0.24 -0.30 -0.60
Cl -0.1993 -6.2151 6.1265 0.14 -0.16 -0.06
C -10.7234 0.0851 -6.5446 0.09 -0.06 0.03
Cl -12.3060 -0.6794 -6.8032 0.18 0.11 0.03
Cl -10.2533 0.9809 -8.0040 -0.06 -0.13 0.21
Cl -10.8248 1.2049 -5.1702 0.01 -0.16 -0.21
Cl -9.5106 -1.1638 -6.2015 -0.46 0.20 -0.10
```
Positions in Å, forces in eV/Å.

- Net charge: -2
- Molecular weight: 2128.62 g/mol
- LUMO: 1.7994 eV
- DFT total energy: -677227.5168 eV

# 4
Formula: C5H6O2
Source: OMol25
Level of theory: ωB97M-V/def2-TZVPD

```
13
Properties=species:S:1:pos:R:3:forces:R:3
O 1.0031 1.5738 1.3514 -0.10 -0.16 -0.43
C 0.6890 0.8406 0.4508 0.23 0.44 0.18
C 1.6187 -0.1267 -0.2835 0.03 0.00 0.25
O 0.7702 -0.9925 -1.0123 -0.21 -0.48 0.61
C -0.5767 -0.6956 -0.6998 -0.51 0.02 0.31
C -1.3909 -0.4025 0.7044 0.30 -0.35 -0.43
C -0.7069 0.6404 -0.1312 0.03 0.53 -0.24
H 2.2362 -0.7291 0.3875 -0.04 0.28 0.20
H 2.2916 0.4621 -0.9307 -0.29 -0.30 -0.04
H -1.1933 -1.0648 -1.5184 -0.10 0.15 0.47
H -1.1346 -0.3979 1.7805 0.48 -0.59 -0.84
H -2.4714 -0.5571 0.6048 0.46 0.10 -0.40
H -1.1351 1.4492 -0.7034 -0.28 0.37 0.36
```
Positions in Å, forces in eV/Å.

- Net charge: 0
- Molecular weight: 98.10 g/mol
- Energy above the lowest of the compared OMol25 structures with the same formula, charge and spin: 54.4 kcal/mol
- LUMO: 0.7890 eV
- DFT total energy: -9374.7357 eV

# 5
Formula: C38H78Ag2F15N3O16
Source: OMol25
Level of theory: ωB97M-V/def2-TZVPD

```
152
Properties=species:S:1:pos:R:3:forces:R:3
Ag 1.4346 2.3203 -1.4623 0.15 -0.69 1.42
Ag 0.1332 -0.2201 0.5821 0.25 0.27 0.72
C 4.6141 3.3328 4.8763 0.49 -2.59 4.56
O 5.0758 2.0064 4.4928 -0.75 0.33 -3.75
O 4.6705 3.1668 6.2678 -0.30 2.44 -3.17
C 5.4368 4.4136 4.1638 -2.60 -0.51 4.01
F 6.6674 4.4241 4.5007 3.13 0.28 0.46
F 5.3313 4.3812 2.8856 -0.03 -0.31 -3.86
F 4.8725 5.5938 4.5372 0.08 0.95 0.05
C 4.5911 1.4915 3.1738 1.20 -0.25 1.71
C 5.7643 1.0936 2.3032 0.77 -0.43 0.70
H 5.5369 0.1430 1.8206 0.10 0.08 -0.55
H 6.1619 1.8567 1.6341 -0.47 0.08 -0.28
H 6.6092 0.8967 2.9631 0.00 -0.22 0.16
H 3.9329 2.0920 2.5459 -0.41 0.49 0.68
H 4.0972 0.5954 3.5494 -0.38 -0.23 -0.72
H 3.6281 3.5216 4.4518 -0.97 -0.17 -0.21
C 0.6931 2.6634 2.3380 1.26 -0.97 -1.02
O 0.4394 1.4105 3.0065 -0.66 1.14 0.38
O 0.9404 2.3689 1.0153 -1.39 0.63 0.42
C -0.4045 3.8032 2.6546 3.28 -0.99 -0.26
F 0.1506 5.0286 2.2950 -0.33 -0.53 0.48
F -1.4729 3.6879 1.9236 -2.12 -0.19 -0.79
F -0.7233 3.8630 3.9447 -0.29 0.32 -0.33
C 1.0711 1.1940 4.3049 -1.14 -1.40 -0.66
C 0.3697 1.8128 5.5069 1.09 0.90 0.68
H 0.6881 1.3482 6.4401 -0.02 -0.70 -0.14
H 0.7642 2.8079 5.7127 -0.21 0.35 -0.41
H -0.7184 1.8775 5.5133 0.07 -0.32 -0.46
H 2.1507 1.3294 4.2402 -0.09 0.70 0.19
H 0.9522 0.1109 4.3335 0.15 -0.12 0.38
H 1.6100 3.0485 2.7841 0.18 0.46 0.42
C -3.1898 0.5092 -1.4614 3.37 0.71 2.89
O -3.7024 1.6901 -0.8173 -2.33 -0.33 1.21
O -2.0591 0.0884 -0.7019 -2.57 -0.91 -2.36
C -4.2281 -0.5948 -1.8894 0.39 0.67 1.60
F -3.9018 -1.1998 -3.0075 0.76 -0.05 -1.88
F -4.3224 -1.6009 -1.0208 0.12 -0.49 1.37
F -5.4623 -0.1278 -2.0166 -0.64 0.65 -0.44
C -4.6915 1.6690 0.2694 -0.41 2.24 -0.48
C -5.1905 3.1816 0.3427 0.33 -0.74 -0.58
H -4.3693 3.8634 0.5638 0.17 -0.33 0.68
H -5.5196 3.5937 -0.6112 -0.29 -0.63 -0.37
H -6.0122 3.3589 1.0366 0.20 -0.25 0.23
H -4.3651 1.4359 1.2829 1.01 -0.16 -0.22
H -5.5296 0.9906 0.1099 0.03 0.05 -0.59
H -2.8851 1.0934 -2.3297 0.21 -0.92 -1.34
C 3.2503 -0.1415 -1.0758 -2.39 0.98 1.02
O 3.5956 1.3034 -1.4028 2.02 -2.10 0.24
O 1.8208 -0.1347 -1.1443 2.24 -0.51 -1.48
C 4.0577 -1.2402 -1.9371 -0.46 2.08 0.72
F 3.4808 -2.4363 -1.9120 -0.48 -0.14 -0.20
F 4.0626 -0.7610 -3.1897 0.49 -0.55 -0.64
F 5.3412 -1.4579 -1.5324 -0.98 0.66 -0.30
C 5.0281 1.6892 -1.2739 -0.10 1.73 0.14
C 5.1454 3.2048 -0.9325 -0.52 0.14 0.42
H 4.8807 3.8546 -1.7667 -0.04 -0.22 -0.35
H 4.5569 3.5818 -0.0961 -0.50 -0.63 0.18
H 6.1310 3.5390 -0.6085 0.41 -0.60 -0.34
H 5.5881 1.6244 -2.2067 -0.52 -0.61 -0.45
H 5.6143 1.1120 -0.5587 -0.74 -0.26 0.31
H 3.4825 -0.3784 -0.0375 0.62 0.45 0.19
C 1.3022 -3.1202 1.9310 -0.05 1.91 -1.49
O 1.1052 -4.3122 1.1019 0.25 -0.58 1.07
O 0.1038 -2.4959 1.8785 0.28 0.41 0.86
C 2.0458 -3.3687 3.3506 -1.89 -0.11 -0.90
F 1.4868 -4.4596 3.8158 -0.45 -1.36 1.52
F 3.3562 -3.6667 3.1714 -0.46 0.91 0.21
F 1.8771 -2.3809 4.3146 0.71 -1.15 -1.72
C 2.1062 -4.8862 0.3006 0.40 -1.48 -0.25
C 1.5602 -6.2634 -0.2908 0.13 1.39 -0.11
H 2.2568 -7.0963 -0.3866 0.36 0.28 0.46
H 0.6980 -6.5992 0.2854 -0.01 0.09 -0.06
H 1.2819 -6.0442 -1.3216 -0.47 -0.21 -0.04
H 3.0554 -5.0948 0.7940 -0.05 0.12 0.57
H 2.3746 -4.2415 -0.5363 -0.14 0.31 -0.16
H 2.0805 -2.5167 1.4641 0.44 0.20 -0.74
C 1.7542 5.4453 -0.7594 -0.07 0.57 -1.39
O 0.7122 4.5493 -1.1362 -3.35 -0.16 0.82
C -0.6516 5.0620 -0.7309 -0.15 1.25 -1.83
C -1.8730 4.1428 -1.1263 2.87 -0.71 1.59
N -1.8404 3.7307 -2.6291 -0.44 2.67 1.72
H -0.8558 3.5494 -2.7625 0.37 -0.68 -0.32
H -2.4441 2.9471 -2.8328 -0.23 -0.65 0.21
C -2.2152 4.8569 -3.5906 -0.41 -0.22 0.09
C -2.5349 4.2595 -4.9184 -0.01 -2.02 -0.30
O -3.7283 3.4228 -4.7651 1.57 1.01 0.46
C -3.9713 2.6444 -5.9225 -0.60 0.06 0.09
H 1.4669 6.3801 -1.2408 0.32 0.51 0.26
H 2.6014 5.0649 -1.3301 0.32 0.11 0.54
H 1.9526 5.6060 0.3003 -0.25 -0.57 0.03
H -0.8431 6.0125 -1.2290 0.71 0.33 -0.85
H -0.7126 5.4618 0.2813 0.20 -1.30 0.44
H -2.8279 4.4206 -0.6801 0.01 0.47 -0.96
H -1.5579 3.3301 -0.4718 -0.52 -1.32 -0.77
H -1.3706 5.5416 -3.6674 -0.20 0.04 0.21
H -3.1407 5.3441 -3.2839 0.31 0.10 0.70
H -1.7134 3.5970 -5.1908 0.28 -0.37 -0.13
H -2.5125 4.9783 -5.7375 -0.86 0.31 0.10
H -3.2213 1.8836 -6.1388 0.74 0.49 -0.16
H -4.1402 3.3900 -6.6995 -0.02 -0.69 -0.67
H -4.8409 2.0098 -5.7520 -0.38 0.57 0.12
C 2.4457 -2.1870 -5.4790 -0.77 -0.37 -0.57
O 1.0033 -1.9829 -5.1830 2.59 -0.79 0.28
C 0.6762 -0.7330 -4.6440 -1.97 0.45 -0.14
C -0.5243 -0.8422 -3.6353 1.73 -0.71 0.48
N -0.2649 -1.8711 -2.5292 -0.55 -0.98 -1.46
H 0.5495 -1.5455 -2.0284 1.07 0.24 0.76
H -1.0639 -1.7244 -1.9290 -0.56 -0.06 0.97
C -0.1927 -3.3394 -3.0286 -0.50 0.81 -1.14
C -1.0223 -4.4002 -2.2636 0.57 -0.47 0.57
O -2.2736 -4.0117 -1.8656 -3.34 2.00 -0.20
C -3.4315 -4.4778 -2.6759 1.39 -0.24 1.95
H 3.1272 -2.2809 -4.6335 -0.57 0.56 0.36
H 2.8103 -1.4610 -6.2057 -0.11 0.44 0.30
H 2.5761 -3.1353 -6.0005 -0.71 -0.15 0.01
H 0.2599 -0.1947 -5.4954 -0.11 0.68 -0.02
H 1.4472 -0.0888 -4.2212 0.53 -0.66 0.21
H -1.4808 -1.0988 -4.0908 0.15 0.07 -0.01
H -0.5639 0.0596 -3.0243 -0.36 0.34 -0.38
H 0.8447 -3.5921 -3.2481 0.06 -0.13 0.88
H -0.5206 -3.1772 -4.0554 -0.62 -0.62 0.09
H -0.5809 -4.7003 -1.3133 0.83 0.16 -0.15
H -1.2383 -5.3228 -2.8024 1.24 -0.09 -0.80
H -3.5213 -3.9743 -3.6385 0.16 -0.38 -0.01
H -4.3330 -4.3642 -2.0738 0.12 0.77 0.00
H -3.3027 -5.5584 -2.6132 -0.04 -0.22 -1.23
C -2.5925 -7.3285 1.2455 0.49 -0.01 -0.18
O -3.2438 -6.2194 1.8551 0.00 0.00 -0.97
C -2.8104 -5.0110 1.2192 0.82 -0.35 1.08
C -3.4589 -3.8759 1.9660 0.18 0.23 -1.69
N -2.8090 -2.5635 1.4828 -1.95 -0.85 1.56
H -1.8557 -2.5969 1.8147 1.76 -0.09 0.22
H -2.7837 -2.4275 0.4824 -0.11 -0.20 -0.53
C -3.4647 -1.3836 2.1291 1.22 1.26 -0.25
C -2.6330 -0.8699 3.3588 -2.14 -0.72 0.11
O -2.2591 -1.9596 4.1436 0.32 -1.53 0.95
C -1.3754 -1.6722 5.2628 0.86 1.38 -1.72
H -1.5345 -7.2426 1.4932 0.15 -0.46 0.03
H -2.6663 -7.3733 0.1589 -0.11 0.76 -0.41
H -3.0016 -8.3109 1.4816 -0.16 0.36 1.00
H -2.9551 -5.0540 0.1397 -0.41 0.22 0.00
H -1.7615 -4.7709 1.3935 0.76 -0.89 -0.20
H -3.2037 -3.9577 3.0226 -0.50 0.14 -0.08
H -4.5077 -3.9345 1.6749 -0.20 0.80 0.71
H -4.5376 -1.5271 2.2575 0.25 -0.45 0.37
H -3.3458 -0.5979 1.3831 -0.15 0.15 -0.03
H -3.3609 -0.3647 3.9936 0.00 1.08 -0.32
H -1.8619 -0.2000 2.9783 0.56 -0.16 0.38
H -0.7233 -0.9519 4.7688 0.84 -0.12 0.61
H -0.7942 -2.5287 5.6046 -0.41 -0.21 -0.51
H -1.7426 -1.1317 6.1351 -1.06 -0.22 -0.11
```
Positions in Å, forces in eV/Å.

- Net charge: 0
- Molecular weight: 1333.75 g/mol
- LUMO: -1.5430 eV
- DFT total energy: -126646.0723 eV

- Which of these has the lowest molecular weight?
  C4H7NO

Repeat the fourth record exactly.
Formula: C5H6O2
Source: OMol25
Level of theory: ωB97M-V/def2-TZVPD

```
13
Properties=species:S:1:pos:R:3:forces:R:3
O 1.0031 1.5738 1.3514 -0.10 -0.16 -0.43
C 0.6890 0.8406 0.4508 0.23 0.44 0.18
C 1.6187 -0.1267 -0.2835 0.03 0.00 0.25
O 0.7702 -0.9925 -1.0123 -0.21 -0.48 0.61
C -0.5767 -0.6956 -0.6998 -0.51 0.02 0.31
C -1.3909 -0.4025 0.7044 0.30 -0.35 -0.43
C -0.7069 0.6404 -0.1312 0.03 0.53 -0.24
H 2.2362 -0.7291 0.3875 -0.04 0.28 0.20
H 2.2916 0.4621 -0.9307 -0.29 -0.30 -0.04
H -1.1933 -1.0648 -1.5184 -0.10 0.15 0.47
H -1.1346 -0.3979 1.7805 0.48 -0.59 -0.84
H -2.4714 -0.5571 0.6048 0.46 0.10 -0.40
H -1.1351 1.4492 -0.7034 -0.28 0.37 0.36
```
Positions in Å, forces in eV/Å.

- Net charge: 0
- Molecular weight: 98.10 g/mol
- Energy above the lowest of the compared OMol25 structures with the same formula, charge and spin: 54.4 kcal/mol
- LUMO: 0.7890 eV
- DFT total energy: -9374.7357 eV

- What is the DFT total energy in the fourth record?
  -9374.7357 eV

- Among the records above, which one has the highest molecular weight?
  C17H8BCl52NO3